(1)
{
  "formula": "C37H22Cl5N9O3Tl",
  "method": "ωB97M-V with the def2-TZVPD basis set",
  "species": ["Tl", "O", "C", "C", "C", "C", "C", "C", "C", "O", "N", "N", "C", "C", "C", "C", "C", "C", "N", "H", "H", "H", "H", "H", "H", "H", "H", "H", "H", "C", "C", "N", "C", "C", "N", "C", "C", "C", "C", "C", "N", "C", "C", "N", "C", "C", "N", "C", "C", "C", "N", "C", "C", "H", "H", "H", "H", "H", "H", "H", "H", "H", "H", "H", "H", "Cl", "C", "C", "Cl", "C", "Cl", "C", "O", "C", "Cl", "C", "Cl"],
  "coordinates": [[0.7284, -0.3402, 0.3470], [-0.3044, -3.9081, 3.1420], [0.5799, -3.6643, 4.1518], [0.5853, -4.4691, 5.2863], [1.4955, -4.2480, 6.3027], [2.4260, -3.2219, 6.1986], [2.4293, -2.4302, 5.0678], [1.5086, -2.6249, 4.0355], [1.5539, -1.7340, 2.8563], [0.4706, -1.4953, 2.2299], [2.7604, -1.2369, 2.5588], [2.7115, -0.4550, 1.4675], [3.7551, 0.0727, 0.9671], [3.6340, 0.8953, -0.2480], [4.7609, 1.4689, -0.8200], [4.6197, 2.2328, -1.9663], [3.3569, 2.4031, -2.5103], [2.2832, 1.7971, -1.8802], [2.4145, 1.0684, -0.7774], [-0.7855, -4.7157, 3.3562], [-0.1336, -5.2774, 5.3654], [1.4786, -4.8832, 7.1784], [3.1410, -3.0462, 6.9897], [3.1522, -1.6344, 4.9575], [4.7317, -0.0877, 1.4148], [5.7309, 1.3069, -0.3695], [5.4850, 2.6853, -2.4313], [3.2012, 2.9833, -3.4083], [1.2793, 1.8917, -2.2777], [-2.5131, -3.4201, -0.5590], [-1.5150, -2.7330, 0.1297], [-1.3535, -1.4346, -0.0792], [-2.1572, -0.7983, -0.9310], [-3.1286, -1.5089, -1.6195], [-3.2993, -2.8146, -1.4355], [-1.9749, 0.6776, -1.0152], [-2.8833, 1.5051, -1.6518], [-2.7167, 2.8850, -1.5865], [-1.6589, 3.3837, -0.8298], [-0.7841, 2.5020, -0.2179], [-0.9263, 1.1808, -0.3591], [0.2935, 2.9555, 0.7039], [0.7795, 4.2568, 0.7321], [1.6989, 4.6414, 1.6088], [2.1326, 3.7291, 2.4674], [1.6792, 2.4148, 2.4254], [0.7688, 2.0385, 1.5405], [-3.6634, 3.8010, -2.2602], [-5.0271, 3.5350, -2.2838], [-5.8683, 4.4319, -2.9254], [-5.4401, 5.5338, -3.5329], [-4.1342, 5.7801, -3.5117], [-3.2104, 4.9551, -2.8879], [-2.6604, -4.4823, -0.4053], [-0.8560, -3.2037, 0.8516], [-3.7779, -1.0354, -2.3442], [-3.7201, 1.0896, -2.1933], [-1.5601, 4.4489, -0.6788], [0.4392, 5.0053, 0.0271], [2.8673, 4.0412, 3.1988], [2.0593, 1.6587, 3.1022], [-5.4414, 2.6660, -1.7893], [-6.9371, 4.2550, -2.9487], [-3.8069, 6.6803, -4.0185], [-2.1568, 5.2012, -2.9213], [-1.5943, -5.7041, -3.9045], [-0.6266, -4.5396, -3.0945], [-0.6401, -3.2081, -3.5055], [-1.6355, -2.7162, -4.8166], [0.1369, -2.2721, -2.8350], [0.1275, -0.6052, -3.2983], [0.9305, -2.6130, -1.7286], [1.6311, -1.7149, -1.0810], [0.9242, -3.9620, -1.3313], [1.8293, -4.3698, 0.0730], [0.1655, -4.9108, -2.0052], [0.1543, -6.5393, -1.4583]],
  "forces_ev_per_a": [[0.0, 0.1, 0.1], [0.0, 0.0, 0.0], [0.0, 0.0, 0.0], [0.0, 0.0, 0.0], [0.0, 0.0, 0.0], [0.0, 0.0, 0.0], [0.0, 0.0, 0.0], [0.0, 0.0, 0.0], [0.0, 0.0, 0.0], [0.0, 0.0, 0.0], [0.0, 0.0, 0.0], [0.0, -0.1, 0.0], [0.0, 0.0, 0.0], [0.0, 0.0, 0.0], [0.0, 0.0, 0.0], [0.0, 0.0, 0.0], [0.0, 0.0, 0.0], [0.0, 0.0, 0.0], [0.1, 0.0, 0.0], [0.0, 0.0, 0.0], [0.0, 0.0, 0.0], [0.0, 0.0, 0.0], [0.0, 0.0, 0.0], [0.0, 0.0, 0.0], [0.0, 0.0, 0.0], [0.0, 0.0, 0.0], [0.0, 0.0, 0.0], [0.0, 0.0, 0.0], [0.0, 0.0, 0.0], [0.0, 0.0, 0.0], [0.0, 0.0, 0.0], [0.0, 0.0, 0.0], [0.0, 0.0, 0.0], [0.0, 0.0, 0.0], [0.0, 0.0, 0.0], [0.0, 0.0, 0.0], [0.0, 0.0, 0.0], [0.0, 0.0, 0.0], [0.0, 0.0, 0.0], [0.0, 0.0, 0.0], [0.0, 0.0, 0.0], [-0.1, 0.0, -0.1], [0.0, 0.0, 0.0], [0.0, 0.0, 0.0], [0.0, 0.0, 0.0], [0.0, 0.0, 0.0], [0.1, -0.1, 0.1], [0.0, 0.0, 0.0], [0.0, 0.0, 0.0], [0.0, 0.0, 0.0], [0.0, 0.0, 0.0], [0.0, 0.0, 0.0], [0.0, 0.0, 0.0], [0.0, 0.0, 0.0], [0.0, 0.0, 0.0], [0.0, 0.0, 0.0], [0.0, 0.0, 0.0], [0.0, 0.0, 0.0], [0.0, 0.0, 0.0], [0.0, 0.0, 0.0], [0.0, 0.0, 0.0], [0.0, 0.0, 0.0], [0.0, 0.0, 0.0], [0.0, 0.0, 0.0], [0.0, 0.0, 0.0], [0.0, 0.0, 0.0], [0.0, 0.0, 0.0], [0.0, 0.0, 0.0], [0.0, 0.0, 0.0], [0.0, 0.0, 0.0], [0.0, 0.0, -0.1], [0.1, 0.0, 0.0], [-0.1, 0.0, 0.0], [0.0, 0.0, 0.0], [0.0, 0.0, 0.0], [0.0, 0.0, 0.0], [0.0, 0.0, 0.0]],
  "e_homo_ev": -10.522,
  "total_energy_ev": -125579.80301,
  "largest_force_ev_per_a": 0.16,
  "gap_ha": 0.2392,
  "e_above_lowest_ev": 0.177,
  "total_charge": 1
}

(2)
{
  "formula": "C37H25ClIN7O4PbS2",
  "method": "ωB97M-V with the def2-TZVPD basis set",
  "species": ["Pb", "N", "C", "S", "N", "N", "C", "C", "C", "C", "C", "C", "C", "C", "C", "C", "C", "C", "N", "H", "H", "H", "H", "H", "H", "H", "H", "H", "H", "H", "O", "C", "O", "C", "C", "Cl", "N", "N", "C", "C", "O", "O", "C", "C", "C", "C", "C", "C", "H", "H", "H", "H", "H", "H", "S", "C", "C", "C", "C", "C", "C", "N", "C", "C", "C", "C", "C", "C", "C", "H", "H", "H", "H", "H", "H", "H", "H", "I"],
  "coordinates": [[-1.6272, -0.2041, 1.0406], [-4.1881, 3.6517, -0.0373], [-3.0071, 3.0305, -0.4136], [-2.9411, 2.1448, -1.8720], [-2.0026, 3.2587, 0.4047], [-0.9552, 2.4275, 0.3643], [0.2381, 2.8967, 0.4693], [0.5491, 4.3592, 0.4489], [0.1271, 5.1922, 1.4810], [0.4127, 6.5489, 1.4549], [1.1178, 7.0957, 0.3891], [1.5306, 6.2747, -0.6512], [1.2451, 4.9154, -0.6184], [1.3206, 1.8998, 0.5792], [2.6110, 2.2657, 0.9748], [3.5921, 1.2959, 1.0608], [3.2771, -0.0200, 0.7516], [1.9690, -0.2958, 0.3843], [1.0153, 0.6238, 0.3048], [-4.9779, 3.2583, -0.5245], [-4.2995, 3.6768, 0.9674], [-0.4414, 4.7659, 2.2972], [0.0737, 7.1851, 2.2636], [1.3353, 8.1569, 0.3652], [2.0638, 6.6943, -1.4958], [1.5526, 4.2735, -1.4364], [2.8270, 3.2967, 1.2222], [4.5928, 1.5644, 1.3786], [4.0106, -0.8130, 0.8044], [1.6724, -1.3129, 0.1349], [-4.0591, -6.2053, -1.3321], [-3.6223, -5.6444, -2.4315], [-3.6751, -6.1964, -3.5139], [-3.0203, -4.2767, -2.3005], [-2.4496, -3.5661, -3.3365], [-2.1981, -4.0242, -4.9633], [-1.9825, -2.3961, -2.8431], [-2.2192, -2.3050, -1.5218], [-2.8438, -3.4114, -1.1761], [-3.1715, -3.6000, 0.2956], [-3.7858, -4.6711, 0.5775], [-2.8123, -2.7256, 1.0828], [-1.2073, -1.3647, -3.4635], [-1.4847, -0.9271, -4.7478], [-0.7034, 0.0749, -5.3050], [0.3345, 0.6449, -4.5828], [0.5818, 0.2176, -3.2865], [-0.1841, -0.7882, -2.7239], [-3.9061, -5.5929, -0.4873], [-2.3198, -1.3357, -5.2986], [-0.9274, 0.4245, -6.3052], [0.9260, 1.4408, -5.0168], [1.3591, 0.6765, -2.6900], [-0.0086, -1.1059, -1.7057], [3.0083, -2.2804, 2.7086], [2.7399, -3.3257, 1.3585], [3.5989, -4.2504, 0.7699], [3.1481, -4.9514, -0.3343], [1.8617, -4.7371, -0.8422], [1.0115, -3.8202, -0.2560], [1.4522, -3.1037, 0.8545], [0.7127, -2.1406, 1.5259], [1.3658, -1.6334, 2.5073], [0.8791, -0.5596, 3.3945], [1.6019, -0.2972, 4.5644], [1.2461, 0.7555, 5.3863], [0.1619, 1.5481, 5.0259], [-0.5601, 1.2557, 3.8765], [-0.2447, 0.1910, 3.0258], [4.5936, -4.4160, 1.1645], [3.8002, -5.6724, -0.8115], [1.5234, -5.2986, -1.7037], [0.0161, -3.6442, -0.6304], [2.4445, -0.9245, 4.8380], [1.8051, 0.9568, 6.2925], [-0.1264, 2.3879, 5.6495], [-1.4241, 1.8705, 3.6401], [-3.9296, 0.6402, 2.5783]],
  "forces_ev_per_a": [[0.4, -0.2, -0.7], [0.0, 0.1, -0.1], [0.1, -0.4, -0.1], [0.0, 0.0, 0.1], [0.2, 0.5, 0.3], [-0.3, -0.1, -0.1], [-0.1, 0.0, 0.0], [0.0, -0.2, 0.1], [0.0, 0.0, 0.1], [0.0, 0.0, 0.0], [0.0, 0.0, 0.0], [0.0, 0.0, 0.0], [0.1, 0.0, 0.0], [0.1, 0.1, 0.1], [-0.1, 0.1, 0.0], [0.0, -0.2, 0.1], [0.3, 0.5, -0.3], [0.3, 0.5, -1.2], [0.3, 0.0, -0.2], [0.0, 0.0, 0.0], [0.0, 0.0, 0.0], [0.0, 0.0, 0.0], [0.0, 0.0, 0.0], [0.0, 0.0, 0.0], [0.0, 0.0, 0.0], [0.0, 0.0, 0.0], [0.0, 0.0, 0.0], [0.0, 0.0, 0.0], [0.0, 0.2, -0.2], [0.6, 1.3, -0.7], [0.1, -0.1, -0.1], [0.1, 0.1, 0.1], [-0.1, 0.0, 0.0], [-0.1, 0.0, 0.0], [0.1, -0.1, 0.0], [0.0, 0.0, 0.0], [0.1, 0.3, -0.1], [0.1, -0.1, -0.1], [0.2, 0.0, 0.0], [-0.2, -0.1, 0.1], [0.1, -0.2, 0.0], [0.1, 0.0, 0.1], [-0.1, -0.2, 0.1], [-0.1, 0.1, -0.1], [0.0, 0.0, 0.0], [0.0, 0.0, 0.0], [0.0, 0.0, 0.0], [0.0, 0.0, 0.0], [-0.2, 0.3, 0.1], [0.0, 0.0, 0.0], [0.0, 0.0, 0.0], [0.0, 0.0, 0.0], [0.0, 0.0, 0.0], [0.0, 0.0, 0.0], [-0.3, -0.4, 0.5], [0.1, 0.0, 0.0], [0.0, 0.0, 0.0], [-0.1, 0.0, 0.0], [0.1, 0.0, 0.0], [0.0, 0.0, 0.1], [-0.2, -0.6, 0.3], [-0.6, -1.0, 0.8], [-0.2, -0.4, 0.8], [0.2, -0.1, -0.1], [0.1, 0.1, 0.0], [0.0, -0.1, 0.0], [0.0, 0.0, -0.1], [-0.1, 0.1, 0.1], [-0.1, 0.0, 0.0], [0.0, 0.0, 0.0], [0.0, 0.0, 0.0], [0.0, 0.0, 0.0], [-0.2, 0.0, -0.1], [0.0, 0.0, 0.0], [0.0, 0.0, 0.0], [0.0, 0.0, 0.0], [0.0, 0.0, 0.0], [-0.7, 0.3, 0.4]],
  "e_homo_ev": -2.101,
  "total_energy_ev": -104941.12326,
  "largest_force_ev_per_a": 1.62,
  "gap_ha": 0.2091,
  "total_charge": -2
}